{
  "formula": "C43H91F4NO21S",
  "method": "ωB97M-V/def2-TZVPD",
  "elements": ["C", "C", "C", "N", "C", "S", "O", "O", "C", "F", "F", "F", "O", "C", "O", "O", "C", "C", "C", "F", "C", "C", "C", "C", "O", "H", "H", "H", "H", "H", "H", "H", "H", "H", "H", "H", "H", "H", "H", "H", "H", "H", "H", "H", "H", "H", "C", "O", "C", "C", "O", "C", "C", "O", "C", "H", "H", "H", "H", "H", "H", "H", "H", "H", "H", "H", "H", "H", "H", "C", "O", "C", "C", "O", "C", "C", "O", "C", "H", "H", "H", "H", "H", "H", "H", "H", "H", "H", "H", "H", "H", "H", "C", "O", "C", "C", "O", "C", "C", "O", "C", "H", "H", "H", "H", "H", "H", "H", "H", "H", "H", "H", "H", "H", "H", "C", "O", "C", "C", "O", "C", "C", "O", "C", "H", "H", "H", "H", "H", "H", "H", "H", "H", "H", "H", "H", "H", "H", "C", "O", "C", "C", "O", "C", "C", "O", "C", "H", "H", "H", "H", "H", "H", "H", "H", "H", "H", "H", "H", "H", "H"],
  "positions_angstrom": [[-3.542, 4.866, 2.186], [-3.738, 4.274, 0.673], [-4.237, 2.675, 0.641], [-3.105, 1.882, 1.205], [-3.281, 0.385, 1.185], [-3.863, -0.301, -0.503], [-5.361, -0.042, -0.785], [-3.084, 0.596, -1.547], [-3.289, -2.046, -0.857], [-1.804, -2.144, -1.123], [-3.765, -3.080, 0.087], [-3.913, -2.405, -2.188], [-1.838, -0.037, 1.087], [-1.423, -1.234, 1.882], [-0.201, -1.766, 2.056], [-2.713, -1.630, 2.472], [-3.649, -0.450, 2.543], [-3.293, 0.104, 4.035], [-2.075, 1.177, 4.165], [-2.698, 2.539, 4.222], [-5.077, -1.229, 2.709], [-6.437, -0.369, 2.524], [-6.481, 1.121, 3.188], [-7.684, 2.042, 2.548], [-7.765, 2.013, 1.075], [-3.731, 6.043, 2.201], [-2.414, 4.680, 2.505], [-4.325, 4.363, 2.894], [-2.652, 4.247, 0.183], [-4.384, 4.960, -0.035], [-4.513, 2.489, -0.480], [-5.239, 2.667, 1.245], [-2.157, 2.195, 0.900], [-2.953, -0.856, 4.663], [-4.203, 0.541, 4.647], [-1.550, 0.987, 5.206], [-1.270, 1.159, 3.321], [-5.090, -1.667, 3.821], [-5.185, -2.198, 2.019], [-7.302, -0.991, 3.067], [-6.765, -0.375, 1.376], [-5.432, 1.691, 3.183], [-6.746, 1.001, 4.346], [-7.518, 3.174, 2.847], [-8.700, 1.668, 2.999], [-8.283, 1.188, 0.773], [1.091, 0.769, -0.173], [2.247, 0.770, 0.653], [2.500, -0.475, 1.292], [3.954, -0.931, 1.104], [4.348, -1.252, -0.234], [4.372, -0.184, -1.187], [5.383, 0.941, -0.921], [5.031, 1.698, 0.233], [6.103, 1.900, 1.140], [0.213, 1.034, 0.425], [1.231, 1.523, -0.951], [0.936, -0.198, -0.664], [1.827, -1.258, 0.931], [2.308, -0.337, 2.361], [4.081, -1.856, 1.673], [4.651, -0.222, 1.545], [3.370, 0.213, -1.341], [4.650, -0.651, -2.140], [5.382, 1.633, -1.773], [6.394, 0.504, -0.822], [6.779, 1.038, 1.181], [5.678, 2.041, 2.140], [6.655, 2.802, 0.864], [-5.082, -7.984, -7.138], [-4.122, -7.293, -6.351], [-3.287, -6.417, -7.100], [-3.219, -5.017, -6.475], [-4.436, -4.263, -6.476], [-5.518, -4.760, -5.682], [-5.284, -4.801, -4.164], [-4.303, -5.772, -3.813], [-3.303, -5.289, -2.931], [-4.646, -8.915, -7.514], [-5.933, -8.225, -6.497], [-5.448, -7.375, -7.971], [-3.618, -6.332, -8.138], [-2.282, -6.852, -7.105], [-2.514, -4.429, -7.068], [-2.795, -5.050, -5.473], [-5.855, -5.726, -6.056], [-6.352, -4.071, -5.863], [-6.217, -5.090, -3.665], [-4.995, -3.793, -3.815], [-3.054, -4.239, -3.123], [-2.396, -5.884, -3.090], [-3.628, -5.419, -1.896], [-1.031, 2.516, -6.029], [0.126, 2.517, -5.204], [0.378, 1.272, -4.565], [1.833, 0.816, -4.753], [2.227, 0.495, -6.090], [2.251, 1.563, -7.044], [3.262, 2.689, -6.777], [2.910, 3.445, -5.623], [3.981, 3.648, -4.717], [-1.908, 2.781, -5.431], [-0.890, 3.271, -6.807], [-1.186, 1.550, -6.521], [-0.294, 0.489, -4.925], [0.186, 1.410, -3.496], [1.960, -0.108, -4.184], [2.530, 1.525, -4.311], [1.249, 1.961, -7.197], [2.528, 1.097, -7.996], [3.261, 3.380, -7.629], [4.273, 2.251, -6.679], [4.657, 2.786, -4.676], [3.557, 3.789, -3.716], [4.533, 4.550, -4.992], [0.970, 5.148, -0.272], [1.275, 5.161, 1.116], [2.121, 4.094, 1.530], [3.308, 4.596, 2.364], [4.259, 5.418, 1.680], [3.812, 6.698, 1.221], [3.390, 7.700, 2.306], [2.198, 7.286, 2.965], [2.274, 7.335, 4.381], [0.081, 4.534, -0.446], [0.758, 6.175, -0.580], [1.808, 4.781, -0.874], [2.496, 3.522, 0.677], [1.516, 3.420, 2.145], [3.869, 3.717, 2.693], [2.973, 5.083, 3.278], [3.035, 6.583, 0.466], [4.669, 7.133, 0.693], [3.179, 8.670, 1.837], [4.223, 7.829, 3.022], [3.274, 7.080, 4.750], [1.570, 6.598, 4.784], [1.981, 8.327, 4.733], [5.058, -3.712, 7.923], [4.810, -3.495, 6.541], [5.990, -3.427, 5.749], [5.906, -4.339, 4.517], [5.859, -5.746, 4.774], [4.703, -6.253, 5.449], [3.367, -6.118, 4.704], [2.965, -4.756, 4.594], [2.571, -4.374, 3.286], [5.196, -2.749, 8.426], [4.184, -4.211, 8.348], [5.929, -4.354, 8.091], [6.881, -3.684, 6.327], [6.097, -2.390, 5.414], [6.817, -4.182, 3.933], [5.088, -4.046, 3.861], [4.637, -5.842, 6.456], [4.892, -7.325, 5.585], [2.585, -6.640, 5.271], [3.458, -6.592, 3.709], [3.158, -4.883, 2.512], [2.741, -3.296, 3.182], [1.506, -4.574, 3.147]],
  "forces_ev_per_a": [[0.0, 0.5, -0.6], [1.2, -0.5, -0.3], [-0.9, 3.4, -0.8], [-2.2, -2.4, -0.5], [4.3, 0.4, 2.5], [-2.7, 7.0, -6.2], [4.5, -2.4, 2.0], [-1.7, -4.1, 4.2], [1.0, -4.9, -2.8], [-5.3, 0.2, 1.5], [2.0, 3.6, -3.1], [1.9, 1.6, 4.7], [1.2, -2.2, 1.2], [1.8, -1.0, 1.2], [-9.2, 4.0, -1.5], [3.4, 1.2, -1.7], [-1.2, -1.9, 1.4], [0.8, 0.7, 1.0], [-0.6, 0.3, 0.9], [1.4, -2.7, -0.2], [-0.9, -0.7, 0.4], [-1.2, -0.3, -0.2], [0.0, 0.2, 0.7], [-0.1, -0.1, 0.5], [-0.8, -1.6, 1.1], [0.4, -2.6, -0.1], [-2.7, 0.3, -0.3], [1.7, 0.9, -1.1], [-2.2, 0.2, 0.8], [1.0, -1.6, 1.6], [0.7, -0.1, 2.1], [2.1, -0.6, -0.9], [-1.2, -0.8, -0.1], [-0.8, 2.0, -1.7], [1.8, -0.8, -1.7], [-1.1, 0.7, -2.2], [-1.7, 0.2, 1.5], [0.3, 1.0, -2.4], [0.6, 2.3, 1.3], [1.9, 1.2, -1.2], [1.1, 0.3, 2.5], [-2.3, -1.3, -0.3], [0.6, 0.3, -2.4], [-0.4, -2.4, -0.6], [1.9, 0.8, -0.8], [1.3, 1.9, 0.9], [0.2, 0.3, 0.3], [-0.2, -0.4, -0.4], [0.6, 0.0, -0.2], [-0.1, 0.1, 0.0], [-0.1, 0.4, 0.1], [0.2, 0.0, -0.1], [-0.3, -0.2, 0.2], [0.4, -0.4, 0.1], [-0.3, 0.2, 0.0], [-0.1, -0.1, -0.2], [0.0, 0.0, 0.1], [-0.1, 0.0, 0.1], [0.0, 0.1, -0.1], [0.1, -0.2, 0.1], [-0.1, -0.1, -0.1], [-0.1, 0.2, 0.0], [0.0, 0.2, 0.2], [0.1, -0.1, 0.2], [0.1, -0.2, -0.2], [-0.3, 0.2, 0.0], [0.0, 0.1, -0.1], [0.0, 0.0, -0.2], [0.2, 0.0, 0.1], [0.3, -0.1, 0.4], [-0.3, 0.2, -0.6], [0.0, 0.2, 0.5], [0.0, -0.1, -0.1], [0.0, -0.4, 0.2], [-0.1, 0.1, 0.1], [0.2, 0.0, -0.4], [0.2, 0.5, 0.0], [0.1, -0.3, -0.2], [-0.1, 0.0, -0.2], [0.1, 0.0, 0.0], [0.1, 0.0, 0.0], [-0.1, 0.0, 0.0], [0.2, 0.2, -0.1], [-0.1, 0.0, -0.1], [-0.1, -0.2, 0.1], [0.1, -0.1, 0.2], [0.2, 0.1, 0.0], [-0.1, 0.2, -0.1], [-0.1, -0.4, -0.1], [-0.1, -0.2, 0.0], [-0.2, 0.0, 0.0], [0.1, 0.2, 0.1], [0.2, 0.3, 0.3], [-0.2, -0.5, -0.4], [0.5, 0.2, -0.1], [-0.1, 0.0, 0.0], [-0.1, 0.4, 0.1], [0.1, 0.0, -0.1], [-0.3, -0.2, 0.2], [0.5, -0.4, 0.1], [-0.4, 0.2, 0.0], [-0.1, -0.1, -0.2], [0.0, 0.0, 0.1], [0.0, 0.0, 0.1], [0.0, 0.0, -0.1], [0.1, -0.2, 0.1], [-0.1, -0.1, -0.1], [-0.1, 0.2, 0.0], [0.0, 0.2, 0.2], [0.1, -0.1, 0.2], [0.1, -0.2, -0.1], [-0.3, 0.2, 0.0], [0.0, 0.1, -0.1], [0.0, 0.0, -0.2], [0.2, 0.0, 0.1], [-0.1, 0.1, 0.4], [0.3, -0.1, -0.5], [0.2, 0.4, 0.3], [-0.1, -0.1, -0.1], [-0.4, 0.2, 0.1], [0.1, 0.1, 0.0], [-0.1, -0.4, -0.1], [0.5, -0.1, 0.4], [-0.3, -0.1, -0.2], [0.0, -0.1, -0.2], [-0.1, -0.1, 0.1], [-0.1, -0.1, 0.0], [0.0, 0.0, 0.0], [0.2, -0.2, 0.1], [0.1, 0.0, -0.2], [-0.2, 0.1, -0.1], [-0.2, 0.0, 0.2], [0.0, -0.1, 0.2], [0.3, 0.0, -0.1], [-0.3, -0.1, -0.2], [0.0, 0.1, 0.0], [0.0, 0.2, -0.1], [0.1, 0.0, 0.2], [-0.3, 0.2, -0.3], [0.5, -0.3, 0.3], [-0.4, -0.2, -0.4], [0.0, 0.0, 0.1], [-0.3, 0.3, 0.2], [-0.1, -0.2, -0.1], [0.3, 0.2, 0.1], [0.3, -0.2, -0.5], [-0.1, 0.2, 0.3], [0.1, -0.1, 0.2], [0.0, 0.1, -0.1], [0.0, 0.1, 0.0], [0.0, -0.1, 0.1], [0.2, 0.0, -0.2], [0.1, -0.1, 0.1], [-0.2, 0.1, 0.2], [-0.2, 0.2, -0.1], [0.0, 0.1, -0.2], [0.2, -0.2, 0.0], [0.0, 0.2, 0.3], [-0.1, 0.0, 0.1], [-0.1, -0.2, 0.1], [0.0, 0.0, -0.2]],
  "smiles": "CCCN[C@@]1(S(=O)(=O)C(F)(F)F)OC(=O)O[C@]1(CCF)CCCCO.COCCOCCOC.COCCOCCOC.COCCOCCOC.COCCOCCOC.COCCOCCOC",
  "multiplicity": 1,
  "gap_ev": 7.958,
  "fmax_ev_per_a": 10.09
}

---

{
  "formula": "C28H54O23",
  "method": "ωB97M-V/def2-TZVPD",
  "elements": ["C", "C", "C", "O", "C", "O", "O", "H", "H", "H", "H", "H", "H", "C", "C", "C", "O", "C", "O", "O", "H", "H", "H", "H", "H", "H", "C", "C", "C", "O", "C", "O", "O", "H", "H", "H", "H", "H", "H", "C", "C", "C", "O", "C", "O", "O", "H", "H", "H", "H", "H", "H", "C", "C", "C", "O", "C", "O", "O", "H", "H", "H", "H", "H", "H", "C", "C", "O", "O", "H", "H", "H", "H", "H", "H", "C", "C", "O", "O", "H", "H", "H", "H", "H", "H", "C", "C", "O", "O", "H", "H", "H", "H", "H", "H", "C", "C", "O", "O", "H", "H", "H", "H", "H", "H"],
  "positions_angstrom": [[3.898, -3.180, 1.125], [4.180, -4.073, 2.366], [4.623, -3.335, 3.556], [3.610, -3.631, 4.485], [2.639, -4.259, 4.006], [1.693, -4.723, 4.558], [2.896, -4.457, 2.727], [3.515, -2.189, 1.369], [3.109, -3.680, 0.563], [4.723, -3.063, 0.422], [4.641, -5.054, 2.256], [4.645, -2.264, 3.356], [5.585, -3.645, 3.966], [-0.506, -2.191, 5.265], [-1.951, -1.647, 5.073], [-1.967, -0.346, 4.359], [-3.099, -0.477, 3.461], [-3.368, -1.823, 3.274], [-4.005, -2.378, 2.405], [-2.652, -2.475, 4.152], [-0.453, -3.231, 5.588], [0.144, -1.526, 5.835], [0.049, -2.250, 4.329], [-2.541, -1.512, 5.980], [-0.985, -0.141, 3.935], [-2.230, 0.495, 5.001], [-3.726, 3.285, 3.277], [-3.294, 2.467, 2.087], [-4.506, 1.871, 1.300], [-4.257, 2.231, -0.044], [-3.308, 3.142, -0.076], [-2.934, 3.607, -1.127], [-2.763, 3.340, 1.191], [-4.460, 2.674, 3.802], [-4.264, 4.182, 2.971], [-2.940, 3.606, 3.961], [-2.613, 1.669, 2.385], [-5.355, 2.372, 1.766], [-4.551, 0.783, 1.354], [0.017, 0.475, -0.621], [-0.527, -0.594, 0.362], [-0.217, -2.065, 0.080], [0.732, -2.419, 1.085], [0.912, -1.347, 1.895], [1.760, -1.354, 2.828], [0.165, -0.309, 1.522], [-0.492, 1.432, -0.505], [-0.089, 0.112, -1.643], [1.090, 0.634, -0.515], [-1.591, -0.408, 0.506], [0.308, -2.055, -0.875], [-1.151, -2.626, 0.110], [-4.301, 1.589, -4.883], [-4.079, 1.389, -3.360], [-5.233, 0.787, -2.545], [-4.621, -0.160, -1.727], [-3.465, -0.394, -2.154], [-2.664, -1.146, -1.613], [-3.163, 0.380, -3.240], [-4.919, 2.463, -5.083], [-4.843, 0.765, -5.347], [-3.373, 1.656, -5.450], [-3.613, 2.274, -2.926], [-6.125, 0.446, -3.070], [-5.618, 1.555, -1.875], [3.273, -1.813, -1.961], [4.733, -1.391, -2.051], [5.212, -1.903, -3.279], [2.949, -3.149, -2.218], [2.747, -1.155, -2.654], [2.908, -1.595, -0.958], [5.331, -1.829, -1.252], [4.812, -0.305, -2.026], [4.586, -1.674, -3.970], [3.620, -3.385, -2.864], [-0.018, -1.989, -4.069], [-0.116, -2.802, -5.460], [1.039, -3.656, -5.589], [0.845, -0.885, -4.374], [0.436, -2.557, -3.256], [-1.045, -1.738, -3.807], [-0.374, -2.189, -6.323], [-1.075, -3.318, -5.512], [0.971, -4.221, -4.816], [0.460, -0.488, -5.158], [3.269, 3.096, -1.583], [2.680, 2.488, -2.865], [2.924, 3.359, -3.928], [2.638, 4.381, -1.309], [4.357, 3.115, -1.645], [3.012, 2.333, -0.848], [1.605, 2.333, -2.766], [3.068, 1.494, -3.089], [2.970, 2.859, -4.747], [2.666, 4.863, -2.139], [0.010, 4.085, 2.618], [0.819, 4.071, 1.240], [1.765, 5.073, 1.177], [0.892, 4.128, 3.691], [-0.444, 3.095, 2.572], [-0.679, 4.930, 2.592], [0.074, 4.140, 0.447], [1.232, 3.084, 1.030], [2.264, 4.974, 0.363], [1.461, 4.891, 3.568]],
  "forces_ev_per_a": [[0.7, -0.9, -0.7], [-0.8, 0.2, -2.2], [1.1, 1.1, 0.8], [3.1, 2.8, 4.2], [-2.0, -2.3, -1.8], [-0.8, 0.3, 0.8], [-2.6, -1.4, -1.2], [0.2, -0.2, 0.5], [0.1, 0.0, 0.0], [0.3, -0.1, 0.2], [1.0, 0.4, -0.8], [0.0, 0.1, 0.3], [-0.1, 0.0, 0.0], [-0.4, -0.2, -0.5], [1.4, -0.4, 0.4], [-0.6, 1.3, 0.2], [-0.2, -0.2, -1.1], [0.4, 0.0, -1.4], [0.4, 1.8, 1.3], [0.3, -2.0, 1.1], [-0.2, 0.2, 0.6], [-0.4, -0.1, 0.6], [-0.5, 0.2, -0.5], [0.1, -0.7, 0.2], [-0.3, 0.1, -1.0], [0.2, 0.0, 0.1], [-0.8, -0.4, 0.6], [-1.4, -1.0, 1.3], [0.6, -0.4, 1.7], [-1.0, -0.2, 0.5], [2.0, 0.6, -1.0], [-0.1, 0.2, 1.8], [1.0, 1.4, -4.1], [0.1, 0.0, 0.5], [0.0, 0.0, -0.3], [0.2, -0.3, -0.2], [0.3, 0.1, -0.2], [-0.6, -0.2, -0.8], [-0.2, 0.1, 0.1], [-0.3, -1.0, -0.8], [-0.4, 1.6, -1.8], [0.0, 1.1, -0.8], [-0.4, 0.7, 0.7], [3.3, -0.8, 2.6], [-3.2, 0.3, -3.0], [0.9, -0.4, 3.0], [0.0, -0.1, 0.0], [-0.4, 0.2, -0.2], [0.1, -0.1, 0.4], [0.0, -0.2, 0.1], [-0.3, -0.8, -0.1], [0.5, -0.5, 0.0], [-0.8, 0.1, 0.4], [-1.1, 0.7, -2.0], [-1.6, 3.1, 0.2], [-3.3, -0.3, 1.2], [5.5, -1.5, -0.2], [-1.1, 0.9, -1.2], [2.2, -2.7, 0.9], [0.2, 0.2, 0.1], [-0.1, -0.3, 0.3], [0.2, 0.3, 0.4], [-0.5, 0.2, 0.2], [0.5, -0.7, -0.4], [0.0, 0.0, 0.0], [-0.7, 1.5, 1.2], [-0.5, -1.0, -0.2], [0.7, -0.3, -0.2], [0.7, -0.1, -0.1], [-0.4, 0.1, -0.2], [-0.1, 0.2, 0.1], [0.1, 0.0, -0.2], [-0.1, 0.1, 0.2], [-0.1, 0.2, -0.2], [0.1, -0.7, -0.4], [-0.1, -0.5, -3.1], [-0.3, -0.5, 2.3], [-1.1, 0.8, -0.6], [-0.3, 0.2, 0.9], [0.1, -0.2, -0.3], [0.1, 0.6, 0.3], [1.5, 0.7, -0.1], [0.0, -1.1, 0.7], [0.2, -0.2, 0.0], [0.1, 0.2, 0.0], [-1.1, -0.6, -0.9], [-0.1, -0.1, 0.5], [0.3, 0.7, -0.8], [0.9, -1.5, 0.0], [0.0, 0.5, 0.0], [-0.1, 0.6, 0.7], [-0.3, 0.2, 0.3], [0.5, -0.1, 0.3], [-0.1, 0.1, 0.0], [0.0, 0.2, -0.2], [1.8, -0.4, -2.7], [-1.7, -0.6, 0.5], [0.3, 0.8, 0.9], [0.0, -0.1, 0.9], [-0.6, 0.2, 0.5], [-0.3, -0.1, 0.2], [-0.4, 0.5, -0.2], [0.5, -0.3, 0.6], [0.1, 0.0, -0.4], [0.2, 0.1, -0.1]],
  "smiles": "C[C@H]1COC(=O)O1.C[C@H]1COC(=O)O1.C[C@H]1COC(=O)O1.C[C@H]1COC(=O)O1.C[C@H]1COC(=O)O1.OCCO.OCCO.OCCO.OCCO",
  "multiplicity": 1,
  "gap_ev": 9.758,
  "fmax_ev_per_a": 5.95
}